The following is a DFT calculation (ωB97M-V with the def2-TZVPD basis set) of the ion C13H18ClN2S with charge +1 in a non-equilibrium geometry.

Each line ends with the Löwdin charge.
Cartesian coordinates (Å):
C  -1.456  -2.529  -0.239  -0.0690
N  -2.291  -1.349  -0.415  -0.2751
C  -2.303  -0.489  0.763  -0.0884
C  -2.124  -0.749  -1.709  -0.6967
Cl  -2.947  0.861  -1.825  0.7540
H  -1.531  -2.858  0.805  0.1009
H  -1.787  -3.343  -0.895  0.0704
H  -0.394  -2.321  -0.477  0.1034
H  -2.147  -1.138  1.635  0.0917
H  -1.520  0.283  0.728  0.0902
H  -3.279  -0.002  0.863  0.0803
H  -1.050  -0.523  -1.847  0.1025
C  -0.691  0.017  -4.234  -0.2382
S  -2.288  -0.844  -4.411  1.1233
C  -1.682  -2.291  -5.341  -0.1995
C  -2.596  -1.651  -2.766  -0.4286
C  -4.099  -1.912  -2.658  -0.2475
C  -4.583  -2.897  -1.796  -0.0022
C  -5.956  -3.026  -1.586  0.0098
C  -6.846  -2.151  -2.218  -0.2126
C  -8.261  -2.206  -1.971  -0.1574
N  -9.417  -2.235  -1.788  0.1792
C  -6.358  -1.195  -3.114  0.0041
C  -4.990  -1.100  -3.354  -0.0877
H  -0.856  0.963  -3.711  0.0523
H  0.065  -0.605  -3.742  0.0824
H  -0.391  0.214  -5.271  0.0719
H  -2.534  -2.651  -5.926  0.0732
H  -0.891  -1.927  -6.001  0.0678
H  -1.321  -3.069  -4.661  0.0731
H  -2.030  -2.589  -2.772  0.1165
H  -3.882  -3.565  -1.296  0.1143
H  -6.331  -3.799  -0.918  0.1321
H  -7.045  -0.518  -3.625  0.1342
H  -4.634  -0.354  -4.071  0.0751

Forces on the atoms, in the same order (eV/Å):
C 0.3 0.0 -0.2
N -0.7 -0.5 0.2
C -0.1 0.3 0.0
C 1.4 1.3 2.1
Cl 0.2 -0.4 0.0
H 0.1 0.0 -0.5
H 0.1 0.0 0.3
H -0.1 -0.1 0.2
H -0.1 0.4 -0.2
H -0.1 -0.1 0.2
H 0.3 0.0 0.0
H -0.2 0.1 -0.1
C -0.1 0.0 -0.2
S 1.3 -0.6 0.2
C -0.5 0.1 -0.2
C -1.4 -0.7 -1.5
C 0.1 0.0 -0.4
C -0.1 0.0 -0.1
C 0.3 -0.1 0.1
C 0.4 0.2 -0.2
C -2.6 -0.2 0.4
N 2.6 0.1 -0.4
C 0.1 0.0 -0.2
C -0.5 0.1 0.1
H 0.0 -0.3 -0.1
H -0.3 0.1 -0.1
H -0.1 0.0 0.3
H 0.3 -0.1 0.1
H -0.2 -0.2 0.1
H 0.0 0.3 -0.2
H 0.0 0.3 0.0
H -0.3 0.2 0.0
H 0.1 0.2 -0.1
H 0.2 -0.3 0.2
H -0.3 -0.2 0.4

Molecular weight: 269.82 g/mol
Energy relative to the best compared isomer or geometry (same formula, charge and spin): 0.0 kcal/mol
Max |F|: 2.9 eV/Å
HOMO: -12.23 eV
Charge: +1
Spin multiplicity: 1
Energy: -40102.9775 eV

=====

The following is a DFT calculation (ωB97M-V with the def2-TZVPD basis set) of an isolated molecule of C13H18ClNO2S.

Each line ends with the Löwdin charge.
Cartesian coordinates (Å):
C  -2.851  -1.857  -1.643  -0.1082
H  -2.275  -2.123  -0.748  0.0909
O  -3.946  -1.044  -1.313  -0.2097
C  -4.851  -1.677  -0.430  -0.2340
C  -5.907  -0.668  0.012  -0.1451
H  -6.758  -1.203  0.435  0.1137
H  -6.243  -0.117  -0.868  0.1155
C  -5.362  0.306  1.061  -0.1794
N  -4.208  1.030  0.581  0.0552
C  -2.950  0.607  0.842  -0.5117
O  -2.682  -0.229  1.678  0.0663
C  -1.890  1.328  0.016  -0.1823
C  -0.507  0.806  0.366  -0.4771
H  -0.269  1.030  1.406  0.0906
H  -0.460  -0.270  0.199  0.0797
S  0.727  1.610  -0.713  0.9561
C  2.237  0.785  -0.324  -0.5385
C  2.375  -0.151  0.692  -0.0887
C  3.603  -0.746  0.922  -0.1044
C  4.693  -0.404  0.142  -0.6830
C  4.569  0.534  -0.873  -0.1073
C  3.343  1.124  -1.102  -0.1183
H  3.228  1.854  -1.888  0.1015
H  5.423  0.797  -1.476  0.1056
Cl  6.225  -1.151  0.434  0.6624
H  3.709  -1.474  1.711  0.1062
H  1.540  -0.427  1.315  0.0973
H  -2.099  1.155  -1.042  0.1109
H  -1.951  2.401  0.206  0.1216
H  -4.352  1.595  -0.242  0.1451
H  -6.139  1.023  1.345  0.1172
H  -5.038  -0.243  1.948  0.1220
H  -5.328  -2.528  -0.943  0.1240
H  -4.309  -2.063  0.446  0.1253
H  -2.225  -1.284  -2.325  0.0907
H  -3.176  -2.781  -2.138  0.0899

Forces on the atoms, in the same order (eV/Å):
C 0.1 -0.1 0.0
H 0.0 0.0 0.0
O -0.1 0.2 0.0
C -0.3 -0.1 0.0
C 0.5 0.0 0.1
H -0.1 0.0 0.0
H -0.1 0.0 0.0
C -0.3 -0.2 0.0
N -0.3 0.3 0.1
C 0.1 0.6 -0.3
O 0.1 -0.4 0.2
C 0.3 -0.2 0.1
C 0.5 0.1 -0.2
H -0.1 -0.1 0.0
H 0.0 0.0 0.1
S -0.3 0.0 0.0
C -0.2 0.0 0.0
C 0.0 0.1 -0.1
C 0.2 0.0 0.0
C -0.2 0.1 0.0
C 0.0 -0.1 0.1
C -0.2 0.0 0.1
H 0.0 0.1 -0.1
H 0.1 0.0 0.0
Cl 0.2 -0.1 0.0
H 0.1 -0.1 0.1
H -0.1 0.0 0.0
H -0.1 0.1 0.0
H -0.1 0.0 0.0
H 0.2 0.0 0.0
H 0.1 -0.1 0.1
H -0.1 0.1 0.0
H 0.1 0.1 0.1
H 0.0 0.0 -0.1
H 0.1 -0.1 0.0
H 0.0 0.0 0.0

SMILES string: COCCCNC(=O)CCSc1ccc(Cl)cc1
Molecular weight: 287.81 g/mol
Energy relative to the best compared isomer or geometry (same formula, charge and spin): 0.0 kcal/mol
Max |F|: 0.7 eV/Å
HOMO: -8.07 eV
Charge: 0
Spin multiplicity: 1
Energy: -42716.2397 eV

=====

The following is a DFT calculation (ωB97M-V with the def2-TZVPD basis set) of a cluster of 3 separate species, C13H18F17N2O4S in total in a non-equilibrium geometry.

Each line ends with the Löwdin charge.
Cartesian coordinates (Å):
C  -1.522  -2.153  3.164  -0.0884
C  -1.082  -1.752  1.688  -0.2028
C  0.475  -1.949  1.471  -0.1712
N  1.022  -0.968  0.480  -0.0228
N  2.315  -0.510  0.832  -0.0289
S  2.594  1.197  0.371  0.8184
O  3.560  1.712  1.367  -0.2284
O  1.371  2.001  0.419  -0.1814
F  3.320  1.284  -1.078  -0.1256
H  -0.705  -2.632  3.747  0.0720
H  -2.328  -2.918  3.066  0.0816
H  -1.925  -1.246  3.672  0.0705
H  -1.380  -0.705  1.457  0.1113
H  -1.608  -2.449  0.993  0.1104
H  0.948  -1.898  2.481  0.1201
H  0.630  -2.988  1.082  0.1355
H  1.162  -1.501  -0.383  0.1523
H  3.059  -1.070  0.369  0.1941
H  2.513  -0.551  1.851  0.1865
C  6.028  0.689  -5.066  -0.0345
C  4.571  1.214  -5.024  -0.4389
C  3.539  0.402  -4.232  -0.3209
F  3.366  -0.842  -4.700  0.1042
F  2.323  1.001  -4.299  0.0933
F  4.149  1.416  -6.287  0.1440
F  4.624  2.444  -4.438  0.1061
O  6.465  -0.053  -6.216  0.0390
C  6.240  -1.435  -6.300  -0.5229
C  5.299  -1.808  -7.451  -0.2847
F  4.105  -1.199  -7.341  0.1018
F  5.068  -3.140  -7.450  0.1033
F  5.836  -1.914  -5.110  0.1393
F  7.440  -1.995  -6.535  0.1566
H  6.650  1.585  -5.098  0.1502
H  6.310  0.187  -4.139  0.1403
H  3.818  0.338  -3.178  0.1389
H  5.736  -1.527  -8.412  0.1786
C  -5.734  2.028  2.863  -0.0302
C  -6.425  2.856  3.976  -0.4412
C  -5.601  3.209  5.220  -0.3116
F  -5.178  2.133  5.903  0.0991
F  -6.357  3.930  6.080  0.1016
F  -7.575  2.240  4.321  0.1364
F  -6.784  4.037  3.403  0.1099
O  -5.970  0.607  2.807  0.0346
C  -5.204  -0.278  3.577  -0.5210
C  -6.040  -1.024  4.624  -0.2870
F  -6.661  -0.181  5.462  0.1134
F  -5.241  -1.818  5.375  0.0969
F  -4.143  0.361  4.099  0.1352
F  -4.699  -1.185  2.712  0.1303
H  -6.172  2.387  1.930  0.1478
H  -4.672  2.260  2.780  0.1395
H  -4.731  3.814  4.951  0.1715
H  -6.799  -1.642  4.142  0.1780

Forces on the atoms, in the same order (eV/Å):
C -0.3 0.0 -0.9
C 0.3 -0.6 0.3
C -1.5 -0.8 0.7
N -0.2 -0.9 0.0
N 1.0 -1.2 -1.2
S 0.7 8.7 3.4
O -1.3 -3.0 -2.8
O 2.0 -3.5 -1.6
F -1.5 -1.4 2.1
H -0.5 0.5 -0.3
H 0.5 0.7 0.4
H 0.4 -0.9 -0.1
H 0.3 -0.8 0.1
H 0.4 0.8 0.3
H 0.1 0.4 -0.8
H 0.1 0.8 0.4
H -0.3 0.5 0.0
H 0.0 0.2 0.4
H -0.3 0.3 -0.2
C 0.7 -0.1 -0.1
C 0.5 -0.1 -1.0
C -0.5 0.2 0.2
F 0.3 -0.3 -0.2
F 0.1 0.3 0.0
F -0.2 -0.2 0.1
F -0.1 -0.2 0.4
O -1.1 -0.4 0.2
C 0.8 1.1 0.7
C -0.2 -0.2 -0.6
F 0.0 0.2 0.3
F 0.2 0.0 0.2
F -0.4 -0.2 0.0
F -0.1 -0.1 -0.3
H -0.2 0.0 -0.1
H -0.3 -0.2 0.0
H 0.2 0.1 0.0
H 0.2 0.0 0.1
C 0.2 -0.2 -0.6
C -0.5 -0.8 -0.2
C 0.1 0.7 0.4
F 0.0 -0.5 -0.2
F -0.2 0.1 -0.3
F 0.1 -0.1 0.2
F 0.4 0.1 0.0
O 0.2 0.0 1.2
C -0.2 1.3 -1.2
C -0.5 -0.4 0.3
F 0.1 0.4 -0.1
F 0.3 0.0 -0.2
F 0.1 -0.1 0.5
F -0.1 -0.4 0.1
H -0.2 -0.1 0.2
H 0.0 -0.1 0.3
H 0.0 0.0 -0.2
H 0.1 0.0 -0.2

Molecular weight: 621.33 g/mol
Max |F|: 9.4 eV/Å
HOMO: -13.52 eV
Charge: +1
Spin multiplicity: 1
Energy: -81964.0611 eV

=====

The following is a DFT calculation (ωB97M-V with the def2-TZVPD basis set) of a cluster of 6 separate species, C13H18F3N2O15 in total in a non-equilibrium geometry.

Each line ends with the Löwdin charge.
Cartesian coordinates (Å):
C  1.236  -0.666  0.500  -0.0513
C  1.068  0.832  0.288  -0.8156
O  -0.020  1.357  0.597  -0.0787
O  2.017  1.573  -0.008  -0.0605
H  2.076  -0.944  -0.136  0.0302
H  0.416  -1.375  0.386  0.0700
H  1.458  -0.787  1.561  0.0712
C  1.705  -2.144  -2.520  -0.1472
C  3.133  -2.696  -2.653  -0.3672
O  3.249  -2.679  -4.037  0.1333
C  1.990  -2.822  -4.562  -0.4003
O  1.756  -3.081  -5.777  0.0970
O  1.031  -2.705  -3.545  0.0781
F  3.266  -3.871  -2.094  0.1240
H  1.754  -1.056  -2.550  0.1442
H  1.367  -2.565  -1.573  0.1351
H  3.885  -2.020  -2.245  0.1680
C  -4.892  1.352  0.143  -0.0849
C  -4.558  1.434  -1.358  -0.3426
O  -3.357  2.058  -1.362  0.1237
C  -3.147  2.711  -0.195  -0.4860
O  -2.153  3.380  0.027  0.1717
O  -4.179  2.427  0.642  0.0787
F  -5.516  2.159  -2.007  0.0522
H  -4.416  0.434  0.487  0.1363
H  -5.959  1.237  0.336  0.1428
H  -4.529  0.460  -1.846  0.1674
C  -0.811  0.449  4.623  -0.0775
C  -1.848  0.508  3.497  -0.3086
O  -2.964  0.598  4.270  0.1409
C  -2.764  0.769  5.581  -0.4441
O  -3.660  0.802  6.507  0.0588
O  -1.436  0.670  5.837  0.0780
F  -1.812  -0.636  2.740  0.0547
H  -0.121  1.283  4.491  0.1480
H  -0.382  -0.553  4.616  0.1473
H  -1.781  1.331  2.785  0.1648
C  -0.792  0.899  -2.943  0.0602
N  0.100  2.111  -3.085  -0.4356
O  0.137  3.041  -2.297  0.0829
O  0.793  2.149  -4.069  0.0246
H  -0.733  0.516  -1.924  0.0852
H  -0.401  0.097  -3.569  0.0819
H  -1.731  1.367  -3.240  0.0926
C  4.773  -0.555  0.997  0.0590
N  4.237  -1.691  1.820  -0.4339
O  4.377  -1.650  3.025  0.0492
O  3.597  -2.586  1.248  0.0170
H  5.429  -0.019  1.683  0.0961
H  3.902  0.075  0.814  0.0741
H  5.208  -0.982  0.093  0.0950

Forces on the atoms, in the same order (eV/Å):
C 0.7 -0.1 -0.2
C -1.4 2.0 1.0
O -2.0 -1.0 0.4
O 2.3 -1.2 -0.8
H 0.1 -0.5 0.4
H -0.4 0.5 -0.5
H 0.6 0.0 0.1
C 1.9 -0.1 3.6
C -0.7 3.7 0.2
O -0.7 -1.0 -1.3
C -1.5 -1.6 -4.6
O 0.9 1.3 5.7
O 0.5 -0.7 -4.0
F 0.3 -2.3 0.3
H -0.3 0.1 0.1
H -0.5 0.6 0.0
H 0.1 -0.1 0.0
C 0.4 -1.9 -1.6
C -1.4 -1.3 1.0
O 0.7 0.3 -1.1
C 3.2 1.9 1.0
O -3.5 -1.6 -0.4
O 0.2 1.4 1.2
F -0.2 0.6 -0.5
H 0.0 -0.2 0.3
H 0.1 1.0 0.2
H 0.3 0.1 -0.1
C 2.2 0.4 -1.8
C 1.8 0.2 0.1
O -3.6 0.4 0.3
C -2.9 -1.5 4.9
O 4.2 0.4 -4.9
O -2.2 0.5 0.7
F -0.5 0.0 0.6
H 0.6 -0.6 -0.2
H 0.5 0.2 0.0
H 0.1 0.0 0.1
C 0.6 0.6 0.5
N 1.2 1.5 1.1
O -1.4 -1.4 0.3
O 0.7 -0.9 -1.9
H -0.4 0.7 0.3
H -0.2 0.5 -0.5
H -0.3 -0.9 0.2
C -0.3 -0.4 0.9
N -1.2 -1.2 -0.5
O 0.2 0.2 -0.1
O 1.1 1.1 0.3
H 0.3 -0.1 -0.5
H -0.1 0.1 -0.5
H 0.0 0.3 0.2

Molecular weight: 499.28 g/mol
Energy relative to the best compared isomer or geometry (same formula, charge and spin): 0.0 kcal/mol
Max |F|: 6.5 eV/Å
HOMO: -4.75 eV
Charge: -1
Spin multiplicity: 1
Energy: -55612.9359 eV

=====

The following is a DFT calculation (ωB97M-V with the def2-TZVPD basis set) of a structure of composition C13H18F5I2OP2STb in a non-equilibrium geometry.

Each line ends with the Löwdin spin population.
Cartesian coordinates (Å):
I  0.144  -1.349  -7.365  0.9961
I  0.144  1.355  -7.315  1.0072
Tb  0.149  -0.262  -0.563  4.0919
P  -2.495  0.075  -0.956  -0.0156
C  -3.388  -0.034  -2.538  -0.0020
C  -3.055  -1.355  0.086  -0.0003
H  -4.142  -1.308  0.232  -0.0001
H  -4.210  1.495  0.106  0.0000
H  -2.564  -1.350  1.077  0.0000
H  -2.624  1.616  0.945  0.0000
H  -3.082  -0.951  -3.058  0.0000
H  -2.798  -2.297  -0.427  0.0002
C  -3.121  1.540  -0.038  0.0000
H  -4.476  -0.037  -2.427  -0.0005
H  -2.865  2.441  -0.619  0.0000
H  -3.097  0.818  -3.166  0.0000
P  2.790  0.064  -0.958  -0.0109
C  3.685  -0.050  -2.535  -0.0020
C  3.420  1.522  -0.029  0.0014
H  2.835  -1.354  1.070  0.0000
H  4.422  -1.341  0.242  0.0001
H  3.072  -2.313  -0.426  0.0001
C  3.336  -1.373  0.084  0.0005
H  2.910  1.590  0.949  -0.0002
H  4.506  1.471  0.130  0.0002
H  4.772  -0.057  -2.418  -0.0004
H  3.399  0.804  -3.164  0.0000
H  3.174  2.429  -0.605  0.0000
H  3.377  -0.967  -3.054  0.0000
C  0.146  -0.109  -3.030  -0.0168
O  0.146  -0.028  -4.176  -0.0015
F  -0.842  -1.650  5.899  -0.0005
C  -0.622  -0.855  4.816  -0.0017
C  -0.684  0.528  4.918  0.0003
F  -0.993  1.099  6.112  0.0002
C  -0.439  1.322  3.804  -0.0019
F  -0.557  2.658  3.916  -0.0006
C  -0.109  0.766  2.543  -0.0002
S  0.177  1.738  1.130  -0.0286
C  -0.077  -0.642  2.504  -0.0018
F  0.214  -1.413  1.288  -0.0125
C  -0.320  -1.444  3.586  0.0000
F  -0.260  -2.792  3.432  0.0000

Forces on the atoms, in the same order (eV/Å):
I 0.0 -2.5 -0.1
I 0.0 2.5 0.0
Tb -0.1 0.5 1.1
P -1.6 0.3 0.3
C 0.1 -0.1 -0.2
C 0.3 0.0 -0.3
H 0.3 0.0 0.0
H 0.3 -0.1 -0.2
H -0.2 0.1 -0.4
H -0.2 -0.1 -0.5
H -0.1 0.2 0.1
H -0.2 0.2 0.2
C 0.1 0.2 -0.1
H 0.2 0.0 0.1
H -0.1 -0.2 0.3
H -0.1 -0.1 0.1
P 1.7 0.2 0.3
C -0.1 0.0 -0.2
C -0.1 0.2 0.0
H 0.3 0.0 -0.4
H -0.3 0.0 -0.1
H 0.2 0.2 0.2
C -0.4 0.0 -0.2
H 0.3 -0.1 -0.5
H -0.3 -0.1 -0.2
H -0.1 0.0 0.1
H 0.1 -0.1 0.1
H 0.1 -0.2 0.2
H 0.1 0.2 0.1
C 0.0 0.3 -5.1
O 0.0 -0.3 4.1
F 0.3 1.2 -1.6
C -0.2 -1.2 1.1
C -0.3 0.6 1.4
F 0.4 -0.8 -1.8
C 0.0 0.6 -0.7
F 0.2 -1.1 -0.1
C -0.3 -1.1 0.5
S 0.1 0.1 -0.7
C 0.0 0.3 0.5
F -0.1 0.6 1.6
C -0.1 -1.5 0.3
F -0.1 1.4 0.3

⟨S²⟩: 12.669
Molecular weight: 792.02 g/mol
Energy relative to the best compared isomer or geometry (same formula, charge and spin): 43.3 kcal/mol
Max |F|: 5.1 eV/Å
HOMO (alpha / beta): -11.78 / -13.51 eV
Charge: +2
Spin multiplicity: 7
Energy: -97436.2773 eV

=====

The following is a DFT calculation (ωB97M-V with the def2-TZVPD basis set) of a cluster of 2 separate species, C13H18N2O2S in total in a non-equilibrium geometry.

Each line ends with the Löwdin charge.
Cartesian coordinates (Å):
C  -1.045  -2.672  -3.695  -0.0793
C  0.592  -2.552  -3.522  -0.3825
O  1.066  -3.864  -3.054  -0.1242
C  1.019  -1.284  -2.557  -0.1415
C  1.115  -1.651  -0.959  -0.1147
C  2.182  -2.698  -0.268  -0.0175
C  2.174  -3.041  1.335  -0.0081
C  1.068  -2.326  2.352  -0.2357
N  0.906  -2.555  3.869  -0.2785
S  -0.432  -1.466  4.192  0.8418
N  -0.934  -0.646  2.724  -0.2831
C  0.008  -1.230  1.694  -0.2438
C  0.044  -0.909  0.077  0.0372
H  -1.417  -1.693  -4.217  0.0854
H  -1.221  -3.583  -4.444  0.0951
H  -1.606  -2.951  -2.706  0.0950
H  1.115  -2.368  -4.578  0.1507
H  1.971  -4.064  -3.434  0.1101
H  1.979  -0.701  -2.961  0.1279
H  0.130  -0.494  -2.657  0.1160
H  2.963  -3.248  -0.982  0.0988
H  2.931  -3.819  1.784  0.0910
H  -0.721  -0.126  -0.345  0.0834
C  -0.815  4.496  2.515  -0.1849
C  -1.074  3.017  2.386  -0.1924
C  -1.807  2.938  1.065  -0.2046
O  -1.318  4.015  0.253  -0.1393
C  -0.549  4.897  1.081  -0.2089
H  0.011  4.740  3.187  0.1153
H  -1.717  4.999  2.883  0.1168
H  -0.121  2.478  2.318  0.1124
H  -1.646  2.596  3.217  0.1131
H  -2.884  3.082  1.198  0.1189
H  -1.644  1.986  0.551  0.0967
H  0.507  4.764  0.822  0.1165
H  -0.830  5.934  0.876  0.1166

Forces on the atoms, in the same order (eV/Å):
C 1.0 -0.8 -1.0
C 0.0 0.1 -0.7
O 0.9 1.1 -0.8
C -0.7 0.6 0.6
C -1.5 0.5 4.5
C -1.9 0.7 3.0
C -1.9 2.0 -2.6
C -0.3 0.4 -0.4
N -2.2 3.5 -6.2
S 1.2 -0.3 -2.6
N 5.1 -4.2 -1.3
C 0.5 -0.7 0.7
C 2.6 -2.3 -0.2
H 0.5 -1.9 1.2
H 0.3 2.0 1.6
H 1.2 0.9 -1.8
H -1.5 -0.2 2.1
H -1.7 0.6 0.6
H -1.9 -1.6 1.1
H 2.0 -1.7 0.3
H -1.9 1.3 1.9
H -1.7 1.8 -1.1
H 1.7 -1.8 0.9
C -0.2 0.5 0.4
C 0.3 -0.6 0.2
C -0.3 0.0 -0.3
O 0.1 0.0 0.3
C 0.2 0.1 -0.4
H -0.1 0.0 -0.1
H 0.1 0.0 0.0
H -0.1 0.0 0.0
H 0.1 0.0 -0.1
H 0.0 -0.1 0.0
H 0.0 0.1 0.0
H 0.0 0.1 0.1
H 0.0 -0.1 -0.1

SMILES string: C[C@H](O)Cc1ccc2nsnc2c1.C1CCOC1
Molecular weight: 266.37 g/mol
Energy relative to the best compared isomer or geometry (same formula, charge and spin): 280.9 kcal/mol
Max |F|: 7.5 eV/Å
HOMO: -8.41 eV
Charge: 0
Spin multiplicity: 1
Energy: -31672.2543 eV